137
Properties=species:S:1:pos:R:3:mulliken_charge:R:1 method="wB97M-V/def2-TZVPD" total_energy_ha=-6553.9346 relative_energy_ev=7.015 gap_ev=4.90 total_charge=+1 homo_energy_ev=-10.6
C 3.462 0.181 -4.509 -0.3783
C 2.236 -0.849 -4.364 -0.4130
C 0.844 -0.362 -4.993 -0.6724
C 0.543 1.208 -4.898 -0.9057
C 0.771 1.870 -3.457 0.3809
C 0.117 1.064 -2.226 -0.7058
C 1.274 0.842 -1.131 0.5732
C 0.772 0.156 0.234 -0.3162
C 0.948 1.070 1.545 -0.4383
O 2.211 0.902 2.252 -0.4157
C 3.279 1.584 1.592 0.1719
O 3.261 2.828 1.561 -0.5054
C 4.422 0.648 1.015 0.3096
C 4.623 -0.718 1.761 -0.5237
C 5.699 -1.719 1.301 0.3019
P 5.895 -3.332 2.312 0.1944
O 5.385 -3.035 3.929 -0.3909
Cl 4.470 -4.642 1.405 -0.1736
N 6.489 -1.400 0.138 0.0001
C 6.355 -0.160 -0.611 -0.3411
P 7.528 -0.029 -2.118 0.0868
O 6.629 0.633 -3.430 -0.4423
Br 9.252 1.401 -1.636 -0.1546
C 5.327 0.957 -0.198 1.0957
B 5.210 2.371 -0.996 0.2676
N 5.770 3.592 -0.285 -0.4010
O 4.686 2.578 -2.310 -0.6939
H 3.265 1.076 -5.182 0.2276
H 3.788 0.455 -3.445 -0.1275
H 4.367 -0.377 -4.965 0.2871
H 2.567 -1.814 -4.904 0.4235
H 2.094 -1.160 -3.259 0.1733
H 0.814 -0.759 -6.074 0.3704
H 0.008 -0.908 -4.435 0.1894
H 1.238 1.737 -5.644 0.3503
H -0.523 1.362 -5.312 0.3349
H 0.276 2.915 -3.500 0.4198
H 1.871 2.063 -3.218 -0.5486
H -0.398 0.105 -2.566 0.2737
H -0.706 1.749 -1.791 0.2995
H 1.679 1.880 -0.862 0.0432
H 2.113 0.215 -1.586 -0.2998
H -0.360 -0.030 0.116 0.1388
H 1.229 -0.900 0.339 0.2547
H 0.734 2.168 1.291 0.3211
H 0.126 0.735 2.284 0.2502
H 3.959 -0.941 2.669 0.1503
H 4.458 -2.688 3.927 0.3376
H 7.191 -2.117 -0.133 0.4367
H 6.890 0.201 -4.272 0.3548
H 5.501 3.521 0.722 0.3054
H 6.801 3.458 -0.270 0.2753
H 3.705 2.622 -2.261 0.2568
C -3.658 -1.857 2.020 -1.2979
C -3.002 -0.504 1.977 0.7042
O -1.780 -0.370 1.911 -0.5690
N -3.805 0.590 2.013 -0.0370
C -5.253 0.636 2.089 -0.8229
H -2.893 -2.633 1.984 0.2690
H -4.222 -1.971 2.948 0.3783
H -4.317 -1.982 1.158 0.3528
H -3.297 1.462 1.981 0.1870
H -5.624 1.173 1.217 0.2414
H -5.530 1.184 2.989 0.2905
H -5.697 -0.357 2.119 0.2872
C -8.989 3.887 2.904 -1.4647
C -8.387 2.799 2.058 0.7220
O -7.232 2.410 2.219 -0.5260
N -9.163 2.243 1.090 -0.1447
C -10.534 2.563 0.749 -0.8843
H -8.254 4.232 3.630 0.2358
H -9.277 4.733 2.278 0.4514
H -9.856 3.504 3.448 0.5003
H -8.693 1.521 0.562 0.2270
H -11.136 1.659 0.865 0.2949
H -10.563 2.880 -0.295 0.2831
H -10.941 3.352 1.378 0.3488
C -4.726 -6.004 -0.592 -1.1889
C -4.862 -4.526 -0.841 0.7168
O -5.632 -3.826 -0.195 -0.6668
N -4.094 -3.971 -1.820 -0.0930
C -3.135 -4.627 -2.682 -0.4352
H -5.399 -6.299 0.214 0.3321
H -4.998 -6.563 -1.489 0.3366
H -3.703 -6.243 -0.293 0.2920
H -4.239 -2.977 -1.929 0.2196
H -2.159 -4.158 -2.529 0.2894
H -3.446 -4.476 -3.718 0.3168
H -3.060 -5.694 -2.479 -0.0982
C -2.533 -10.217 -3.062 -1.4460
C -2.372 -8.722 -2.994 0.8642
O -3.299 -7.982 -2.690 -0.5806
N -1.148 -8.200 -3.282 -0.1120
C 0.059 -8.905 -3.658 -0.8678
H -3.559 -10.483 -2.807 0.2938
H -2.326 -10.571 -4.074 0.3930
H -1.864 -10.700 -2.347 0.3771
H -1.115 -7.193 -3.216 0.1508
H 0.835 -8.673 -2.925 0.2758
H 0.376 -8.545 -4.639 0.2930
H -0.088 -9.982 -3.699 0.3424
C 8.550 8.475 -1.484 -1.1588
C 7.713 8.243 -2.714 0.7197
O 7.967 8.781 -3.782 -0.6455
N 6.645 7.404 -2.609 -0.1151
C 6.188 6.680 -1.441 -0.7421
H 9.361 9.164 -1.722 0.2887
H 7.941 8.920 -0.693 0.3322
H 8.986 7.534 -1.142 0.3205
H 6.132 7.297 -3.472 0.2105
H 6.198 5.614 -1.674 0.2503
H 5.162 6.988 -1.229 0.2453
H 6.810 6.866 -0.568 0.2889
C -6.153 8.267 1.847 -1.4437
C -6.709 6.868 1.866 0.9365
O -7.744 6.587 2.455 -0.6002
N -6.021 5.900 1.200 -0.0518
C -4.790 6.033 0.451 -0.9147
H -6.809 8.925 2.418 0.3064
H -5.162 8.284 2.305 0.3640
H -6.103 8.637 0.820 0.3640
H -6.453 4.987 1.257 0.0868
H -4.979 5.719 -0.579 0.2957
H -4.044 5.369 0.895 0.2602
H -4.413 7.053 0.454 0.3625
C 2.493 -4.389 8.689 -1.1720
C 2.757 -5.675 7.953 0.7434
O 2.216 -6.724 8.265 -0.6326
N 3.634 -5.644 6.908 -0.1392
C 4.368 -4.510 6.391 -0.7975
H 1.777 -4.571 9.491 0.2865
H 3.417 -4.011 9.131 0.3294
H 2.066 -3.647 8.009 0.3326
H 3.761 -6.542 6.464 0.2115
H 4.094 -4.375 5.344 0.2596
H 5.435 -4.735 6.456 0.2543
H 4.157 -3.595 6.941 0.3224


119
Properties=species:S:1:pos:R:3:mulliken_charge:R:1 method="wB97M-V/def2-TZVPD" total_energy_ha=-1936.3431 gap_ev=4.97 total_charge=+1 homo_energy_ev=-9.5
C 2.993 -0.543 0.527 -1.1160
C 3.365 0.764 -0.159 -0.2479
O 2.242 1.633 -0.206 -0.2924
C 1.661 1.673 -1.496 -0.2720
C 0.232 2.130 -1.370 -0.2933
O 0.174 3.195 -0.380 -0.2331
C -1.017 3.810 -0.355 0.1691
O -1.292 4.741 -1.025 -0.5339
C -1.934 3.197 0.671 0.8634
C -1.309 2.433 1.664 -1.0180
C -2.070 1.824 2.647 -1.1838
N -3.398 2.005 2.635 0.2114
C -4.029 2.721 1.688 -0.7248
C -3.337 3.335 0.647 0.6263
C -4.053 4.091 -0.435 -0.9992
C -5.475 3.586 -0.799 -0.8987
C -5.517 2.757 -2.085 -0.9215
C -5.281 1.219 -2.000 -0.7497
C -4.973 0.608 -0.640 0.5516
C -5.048 -0.937 -0.709 -0.0895
C -6.466 -1.375 -0.353 -0.8341
O -6.745 -2.732 -0.548 -0.4124
C -5.884 -3.612 0.152 -0.6425
H 3.842 -0.965 1.052 0.4795
H 2.196 -0.340 1.236 0.1099
H 2.636 -1.287 -0.181 0.2317
H 3.741 0.573 -1.163 0.2529
H 4.176 1.239 0.386 0.4234
H 2.230 2.344 -2.138 0.2389
H 1.628 0.665 -1.914 0.1814
H -0.123 2.526 -2.318 0.4581
H -0.388 1.308 -1.013 0.1817
H -0.240 2.307 1.644 0.6823
H -1.657 1.206 3.428 0.9431
H -3.968 1.569 3.347 0.3639
H -5.098 2.785 1.768 0.5277
H -3.475 4.094 -1.346 0.4935
H -4.123 5.126 -0.109 0.5112
H -5.963 3.094 0.033 0.4077
H -6.065 4.478 -0.985 0.4875
H -6.487 2.922 -2.542 0.3732
H -4.795 3.176 -2.781 0.3513
H -4.429 0.985 -2.633 0.3304
H -6.125 0.720 -2.465 0.3589
H -3.950 0.868 -0.372 -0.4885
H -5.679 0.919 0.127 0.2845
H -4.374 -1.327 0.052 -0.0322
H -4.782 -1.293 -1.697 0.3511
H -6.705 -1.062 0.670 0.3980
H -7.147 -0.825 -1.002 0.3434
H -6.434 -4.526 0.352 0.3331
H -5.023 -3.863 -0.464 0.2084
H -5.562 -3.202 1.108 0.2728
C 5.896 3.481 -2.047 -1.4615
C 6.446 2.273 -2.791 -0.4004
N 6.128 2.287 -4.206 0.1737
C 6.370 1.016 -4.866 -0.6628
C 7.812 0.501 -4.940 -0.9985
C 6.549 3.474 -4.931 -0.6821
C 8.036 3.849 -4.897 -0.9606
H 4.826 3.594 -2.229 0.2456
H 6.046 3.352 -0.973 0.4233
H 6.396 4.406 -2.334 0.3878
H 5.996 1.372 -2.362 0.4903
H 7.527 2.200 -2.597 0.2070
H 5.961 1.073 -5.878 0.3916
H 5.765 0.262 -4.350 0.3212
H 8.410 1.061 -5.657 0.2252
H 7.812 -0.541 -5.267 0.4061
H 8.311 0.538 -3.971 0.2765
H 5.976 4.323 -4.549 0.3577
H 6.229 3.365 -5.970 0.3692
H 8.446 3.809 -3.887 0.2532
H 8.162 4.872 -5.258 0.3736
H 8.639 3.207 -5.536 0.2618
C -1.660 -2.361 4.565 -1.3989
C -0.250 -1.845 4.812 -0.2721
N -0.191 -0.813 5.829 0.2176
C 1.080 -0.105 5.860 -0.5674
C 2.339 -0.897 6.226 -1.1012
C -0.750 -1.177 7.124 -0.7155
C -0.181 -2.413 7.829 -0.9846
H -2.345 -1.533 4.361 0.2183
H -1.664 -3.027 3.701 0.3975
H -2.051 -2.926 5.411 0.3535
H 0.118 -1.409 3.878 0.2984
H 0.402 -2.704 5.029 0.3197
H 0.982 0.743 6.542 0.4411
H 1.232 0.334 4.867 0.1985
H 2.375 -1.140 7.286 0.2447
H 3.224 -0.298 6.005 0.4260
H 2.423 -1.822 5.656 0.2846
H -1.826 -1.324 6.997 0.3649
H -0.661 -0.312 7.784 0.3946
H -0.094 -3.267 7.156 0.2591
H -0.847 -2.707 8.642 0.3804
H 0.797 -2.224 8.268 0.2606
C -0.077 -1.886 -3.070 -1.2115
C -0.369 -3.348 -2.762 -0.4176
N 0.114 -3.759 -1.458 0.2220
C 0.132 -5.201 -1.268 -0.7268
C -1.207 -5.947 -1.278 -0.9694
C -0.368 -2.973 -0.341 -0.5794
C -1.886 -2.862 -0.131 -0.8064
H 0.984 -1.667 -2.935 0.2607
H -0.341 -1.665 -4.104 0.5132
H -0.655 -1.210 -2.434 0.0767
H 0.140 -3.960 -3.511 0.5407
H -1.447 -3.530 -2.894 0.2203
H 0.654 -5.415 -0.332 0.3467
H 0.765 -5.622 -2.055 0.4412
H -1.781 -5.770 -0.369 0.2279
H -1.025 -7.021 -1.337 0.4120
H -1.823 -5.674 -2.135 0.2687
H 0.033 -1.959 -0.449 -0.1514
H 0.090 -3.356 0.574 0.5097
H -2.415 -2.641 -1.060 0.2252
H -2.099 -2.047 0.568 0.3758
H -2.311 -3.769 0.296 0.1867


120
Properties=species:S:1:pos:R:3:mulliken_charge:R:1 method="wB97M-V/def2-TZVPD" total_energy_ha=-6914.0996 gap_ev=7.15 total_charge=+1 homo_energy_ev=-9.4
C 3.930 0.607 2.861 -0.6740
C 5.355 0.301 2.370 -0.7352
C 5.389 -0.339 0.982 -0.8664
C 4.617 -1.669 0.890 -0.4414
C 3.568 -1.675 -0.225 -0.4972
C 2.880 -3.032 -0.402 -0.8110
C 1.536 -3.121 0.313 -0.7166
C 0.433 -2.300 -0.354 0.1520
C -0.975 -2.603 0.177 -1.8976
C -1.591 -1.567 1.112 1.1197
C -0.653 -1.097 2.230 -0.8410
C -0.291 -2.183 3.247 -1.7612
N -2.822 -2.135 1.760 -0.3218
C -3.610 -1.108 2.092 -0.0641
N -4.549 -1.276 3.037 -0.0254
C -5.289 -0.307 3.769 -0.6391
Br -4.287 0.400 5.185 -0.0537
C -6.573 -0.107 3.561 0.8950
C -7.350 -0.735 2.444 -1.2347
Br -7.529 1.062 4.646 -0.0878
N -3.318 0.020 1.418 1.0939
C -4.422 0.895 0.965 -0.7418
C -4.315 2.396 1.252 2.4220
C -3.702 2.823 2.571 -1.3305
O -5.686 2.775 1.134 -0.6452
C -2.314 -0.437 0.356 -1.5882
C -1.469 0.611 -0.377 1.6920
C -0.967 1.777 0.500 -1.2864
C -2.098 1.096 -1.706 -1.0178
C -2.448 -0.025 -2.677 -1.3218
H 3.611 -0.064 3.662 0.2386
H 3.846 1.625 3.248 0.4185
H 3.198 0.514 2.050 -0.0790
H 5.941 1.222 2.353 0.3786
H 5.856 -0.370 3.075 0.3232
H 4.980 0.374 0.255 0.3918
H 6.431 -0.504 0.693 0.3816
H 4.120 -1.861 1.849 0.3226
H 5.310 -2.497 0.716 0.3859
H 4.051 -1.373 -1.159 0.4115
H 2.833 -0.894 0.008 0.0081
H 2.724 -3.214 -1.474 0.1545
H 3.539 -3.833 -0.055 0.5867
H 1.214 -4.166 0.379 0.4674
H 1.672 -2.759 1.342 -0.0772
H 0.464 -2.488 -1.433 0.6333
H 0.663 -1.239 -0.232 -0.2708
H -0.948 -3.556 0.718 0.7263
H -1.674 -2.761 -0.650 0.2683
H 0.253 -0.688 1.774 0.4497
H -1.119 -0.263 2.765 0.5218
H -0.186 -3.175 2.799 0.3533
H -1.034 -2.243 4.048 0.4232
H 0.658 -1.955 3.733 0.3676
H -2.614 -2.788 2.508 0.5889
H -4.680 -2.235 3.334 0.2717
H -8.407 -0.768 2.699 0.4733
H -7.250 -0.140 1.531 0.2817
H -7.012 -1.751 2.231 0.2947
H -5.354 0.560 1.402 -0.6044
H -4.500 0.731 -0.116 0.4243
H -3.761 2.871 0.435 -0.9194
H -3.207 3.785 2.447 0.1211
H -2.977 2.106 2.951 0.2209
H -4.496 2.928 3.315 0.5167
H -5.774 3.704 1.392 0.4126
H -2.947 -0.962 -0.371 1.0219
H -0.580 0.061 -0.694 0.3858
H 0.113 1.901 0.392 0.3230
H -1.157 1.623 1.560 0.2524
H -1.429 2.720 0.212 -0.1976
H -2.975 1.724 -1.538 0.1221
H -1.347 1.735 -2.183 0.5119
H -1.580 -0.658 -2.883 0.2775
H -3.260 -0.665 -2.322 0.2469
H -2.793 0.392 -3.625 0.5016
C -2.309 5.032 -2.044 -1.5293
C -3.409 5.925 -1.488 -0.7031
N -3.355 6.057 -0.040 0.8633
C -4.540 6.683 0.525 -0.7246
C -4.839 8.139 0.161 -1.3122
C -2.080 6.508 0.505 -0.5962
C -1.510 7.833 -0.008 -1.3448
H -2.297 4.080 -1.517 0.2878
H -2.499 4.833 -3.099 0.4858
H -1.319 5.481 -1.972 0.3417
H -4.384 5.482 -1.717 0.4690
H -3.381 6.889 -2.016 0.3601
H -4.475 6.591 1.614 0.3499
H -5.402 6.081 0.209 0.3794
H -4.154 8.830 0.649 0.2582
H -5.849 8.397 0.483 0.4239
H -4.786 8.305 -0.915 0.2907
H -1.341 5.723 0.321 0.1683
H -2.196 6.555 1.592 0.4598
H -1.541 7.888 -1.097 0.2502
H -0.465 7.922 0.294 0.4304
H -2.040 8.697 0.387 0.2839
C 7.579 -7.467 -3.628 -1.4339
C 7.414 -6.037 -3.140 -0.2869
N 6.762 -5.178 -4.115 0.1995
C 6.874 -3.763 -3.814 -1.1799
C 6.189 -3.243 -2.545 -0.4607
C 5.464 -5.633 -4.584 -0.7881
C 4.368 -5.876 -3.537 -0.6362
H 8.071 -7.484 -4.601 0.3384
H 8.189 -8.030 -2.922 0.4329
H 6.624 -7.986 -3.717 0.2860
H 8.402 -5.605 -2.956 0.4456
H 6.900 -6.052 -2.165 0.2030
H 6.496 -3.209 -4.677 0.3868
H 7.940 -3.531 -3.749 0.3988
H 5.104 -3.205 -2.644 -0.0103
H 6.530 -2.224 -2.343 0.4694
H 6.436 -3.847 -1.670 0.2912
H 5.613 -6.560 -5.142 0.3491
H 5.114 -4.902 -5.317 0.3508
H 4.740 -6.465 -2.698 0.2362
H 3.547 -6.436 -3.990 0.4281
H 3.956 -4.949 -3.140 0.0001